[1]
{"formula": "C3H7N4", "method": "ωB97M-V/def2-TZVPD", "species": ["C", "C", "N", "N", "C", "N", "N", "H", "H", "H", "H", "H", "H", "H"], "xyz": [[-0.990, -0.533, 1.191], [-0.027, -1.204, 0.214], [1.213, -0.471, -0.099], [1.510, 0.619, -0.671], [0.840, 1.586, -1.253], [-0.445, 1.648, -1.184], [-1.524, 1.551, -0.918], [-1.677, 0.080, 0.465], [-0.394, 0.031, 1.914], [-1.534, -1.186, 1.785], [-0.638, -1.315, -0.626], [0.288, -2.252, 0.525], [1.979, -0.797, 0.494], [1.400, 2.242, -1.836]], "lowdin_charge": [-0.06, -0.18, 0.04, 0.12, -0.12, 0.07, 0.37, 0.07, 0.09, 0.06, 0.09, 0.16, 0.18, 0.13], "fmax_ha_per_bohr": 0.0868, "total_charge": 1, "smiles": "CCN/N=C\\[N+]#N", "lumo_energy_ev": -5.9, "e_above_lowest_kj_mol": 432.34, "energy_ev": -9174.036, "homo_energy_ev": -14.786}

[2]
{"formula": "C3H7N4O", "method": "ωB97M-V/def2-TZVPD", "species": ["C", "C", "C", "N", "N", "N", "N", "O", "H", "H", "H", "H", "H", "H", "H"], "xyz": [[1.126, 1.262, 0.388], [0.051, -1.220, -0.044], [1.892, 0.220, 0.079], [1.386, -1.089, -0.083], [-0.762, -0.260, 0.181], [-2.883, 0.624, -0.375], [-2.112, -0.284, 0.366], [3.241, 0.420, -0.126], [1.093, 2.296, 0.794], [-0.224, -2.307, -0.038], [2.063, -1.704, -0.740], [-2.237, 1.002, -0.984], [-3.598, 0.170, -0.963], [-2.521, -0.397, 1.270], [3.487, 1.265, 0.276]], "lowdin_charge": [0.26, -0.14, -0.44, 0.11, 0.08, 0.09, -0.03, 0.08, 0.09, 0.18, 0.25, 0.06, 0.12, 0.16, 0.13], "fmax_ha_per_bohr": 0.0707, "total_charge": 1, "lumo_energy_ev": [-6.1, -4.5], "e_above_lowest_kj_mol": 629.99, "energy_ev": -11219.449, "homo_energy_ev": [-12.713, -13.308]}

[3]
{"formula": "C3H7N4O", "method": "ωB97M-V/def2-TZVPD", "species": ["C", "C", "C", "N", "N", "N", "N", "O", "H", "H", "H", "H", "H", "H", "H"], "xyz": [[0.861, 1.312, -0.318], [-2.670, -0.368, -0.204], [2.379, -0.261, -0.081], [2.005, 0.922, -0.736], [0.340, 0.425, 0.632], [-1.432, -0.703, -0.511], [1.221, -0.433, 0.832], [-2.899, 0.467, 0.768], [0.399, 2.169, -0.778], [-3.657, -0.615, -0.625], [2.629, -1.139, -0.724], [3.262, -0.032, 0.641], [-1.397, -1.062, -1.455], [-1.970, 0.675, 1.180], [0.927, -1.358, 1.381]], "lowdin_charge": [-0.10, -0.30, -0.13, 0.13, 0.10, 0.07, 0.05, 0.06, 0.14, 0.15, 0.17, 0.20, 0.06, 0.15, 0.26], "fmax_ha_per_bohr": 0.0665, "total_charge": 1, "lumo_energy_ev": [-6.3, -6.3], "e_above_lowest_kj_mol": 354.87, "energy_ev": -11222.300, "homo_energy_ev": [-14.047, -14.046]}

[4]
{"formula": "C3H7N4OPS", "method": "ωB97M-V/def2-TZVPD", "species": ["C", "C", "C", "N", "N", "N", "N", "O", "P", "S", "H", "H", "H", "H", "H", "H", "H"], "xyz": [[2.919, -0.605, -0.146], [3.229, 0.383, 0.744], [1.390, 0.796, -0.252], [1.724, -0.327, -0.765], [2.202, 1.298, 0.670], [-1.162, -1.190, -0.843], [-3.135, 0.141, 0.124], [-0.849, -0.184, 1.547], [-1.452, 0.048, 0.227], [-0.946, 1.894, -0.602], [3.450, -1.502, -0.393], [4.059, 0.511, 1.408], [2.071, 2.138, 1.210], [-0.204, -1.507, -0.784], [-1.440, -1.001, -1.793], [-3.509, 0.981, 0.549], [-3.559, -0.677, 0.542]], "lowdin_charge": [-0.13, -0.09, -0.31, 0.06, 0.08, -0.09, -0.13, -0.39, 0.03, 0.44, 0.10, 0.11, 0.16, 0.02, 0.05, 0.04, 0.05], "fmax_ha_per_bohr": 0.0701, "total_charge": 0, "lumo_energy_ev": [-1.7, -1.7], "e_above_lowest_kj_mol": 203.54, "energy_ev": -31356.474, "homo_energy_ev": [-9.285, -9.286]}